Here is a single C4H5ClN2O molecule from OMol25. Energies are from ωB97M-V/def2-TZVPD.

Cartesian coordinates (Å):
O 2.145 -2.001 0.148
C 1.137 0.239 0.312
C -1.259 1.793 -0.133
N -1.140 -0.575 0.075
N -0.564 0.631 0.233
C 1.076 -1.113 0.222
H -0.437 -2.651 -0.114
H 1.940 -2.646 -0.546
H -0.927 2.848 -0.081
C -0.262 -1.584 0.114
H -2.283 1.817 0.387
Cl 2.229 1.521 0.598
H -1.656 1.722 -1.216

The value obtained for the molar mass is 132.550 g/mol. For the energy above the lowest of the compared OMol25 structures with the same formula, charge and spin, the calculation gives 82.7 kcal/mol. The LUMO energy comes out at 0.63 eV. Its SMILES is Cn1ncc(O)c1Cl.

Here is a single C10H17OP molecule from OMol25. Energies are from ωB97M-V/def2-TZVPD.

Cartesian coordinates (Å):
C -3.534 0.534 -0.360
C 0.516 1.483 -0.959
H 1.006 1.227 -1.809
C -1.550 0.553 1.224
O 2.009 0.274 0.523
C -2.263 -0.164 0.136
H -4.317 -0.172 -0.561
C -2.396 -1.630 0.408
H 0.746 2.503 -0.623
C 4.397 -0.647 0.824
H -3.059 -2.251 -0.193
H 3.624 1.149 -0.831
H 5.311 -0.830 0.388
H -1.750 -1.182 -1.699
C -1.370 -1.087 -0.624
H 4.317 -1.597 1.420
H 0.709 -1.669 0.141
H 0.533 -1.287 -1.398
H -1.962 1.135 2.074
H -0.465 1.671 -1.298
H -2.012 -2.200 1.231
H 0.262 1.530 1.871
H -3.260 0.998 -1.211
C -0.275 0.875 1.155
H 4.429 0.250 1.613
C 0.652 0.369 0.036
P 3.224 -0.157 -0.501
H -3.856 1.278 0.519
C 0.188 -1.030 -0.456

The value obtained for the molar mass is 184.219 g/mol. For the energy above the lowest of the compared OMol25 structures with the same formula, charge and spin, the calculation gives 45.1 kcal/mol. The LUMO energy comes out at 0.95 eV. Its SMILES is CPO[C@]1(C)C=C[C@]2(C)C[C@@H]2C1.

Here is a single C12H16N4S molecule from OMol25. Energies are from ωB97M-V/def2-TZVPD.

Cartesian coordinates (Å):
H -0.637 0.727 2.156
N -4.496 0.569 -1.255
H 3.733 -2.596 -1.168
C -3.595 0.066 0.703
N 1.516 0.338 0.818
C 3.047 -1.588 0.586
H 4.335 -0.946 -1.010
S 2.568 2.576 -0.132
H 2.849 -0.270 2.280
H 2.653 -1.264 -2.863
H 2.185 -0.026 -1.710
H 0.042 2.691 -0.749
C -2.139 1.313 -0.833
N 0.068 1.892 -0.129
H 3.849 -2.057 1.159
H 3.562 0.504 0.850
H 2.150 -2.200 0.715
N -5.434 -0.108 -0.574
C -4.925 -0.415 0.590
C 1.335 1.530 0.228
H 0.730 -0.295 0.859
H 1.425 -1.623 -1.649
C -2.597 0.064 1.679
C 3.453 -1.577 -0.888
H -4.694 0.895 -2.187
C -1.398 0.665 1.392
H -5.501 -0.962 1.310
C 2.801 -0.203 1.186
C -1.152 1.270 0.139
H -1.964 1.800 -1.780
C -3.354 0.708 -0.538
C 2.358 -1.091 -1.830
H -2.773 -0.386 2.644

The value obtained for the molar mass is 248.355 g/mol. The LUMO energy comes out at 0.50 eV. Its SMILES is CCCCNC(=S)Nc1ccc2cn[nH]c2c1.